[1]
Molecular formula: C44H54N5O4SeTi
Method: DFT, ωB97M-V/def2-TZVPD

CARTESIAN COORDINATES (ANGSTROEM)
Ti1 -0.11235 -0.11396 -0.25003
C1 0.70969 3.07159 3.54069
C2 1.55201 2.19010 4.23510
C3 1.56553 0.86066 3.91021
C4 0.72719 0.38442 2.86731
N1 -0.06021 1.25739 2.16827
C5 -0.05546 2.53494 2.51852
C6 0.64928 -0.98468 2.50086
C7 1.23202 -2.07611 3.21013
C8 0.92653 -3.35480 2.84430
C9 0.03694 -3.62490 1.78752
C10 -0.47963 -2.53668 1.08597
N2 -0.11922 -1.26274 1.39357
C11 -1.46834 -2.59356 0.03320
C12 -2.16275 -3.75141 -0.35688
C13 -3.25025 -3.63466 -1.17965
C14 -3.64652 -2.35433 -1.62202
C15 -2.87673 -1.27709 -1.27700
N3 -1.77894 -1.38354 -0.50843
H1 0.67182 4.12848 3.76020
H2 2.20288 2.55695 5.02036
H3 2.22643 0.18061 4.42763
H4 -0.69017 3.18850 1.92356
H5 1.89069 -1.89104 4.04521
H6 1.36926 -4.18065 3.38851
H7 -0.23527 -4.63389 1.52216
H8 -1.85087 -4.71438 0.02057
H9 -3.80522 -4.51510 -1.47485
H10 -4.51202 -2.21508 -2.25296
H11 -3.09713 -0.28018 -1.64033
C16 5.06454 -4.87882 -4.11716
C17 3.97954 -4.17783 -4.93274
C18 3.11360 -5.24657 -5.61070
C19 4.66842 -3.33300 -6.01227
C20 3.09442 -3.28746 -4.05991
C21 3.22077 -3.21203 -2.68189
C22 2.38202 -2.40036 -1.92558
Se1 2.75856 -2.14292 -0.07212
C23 3.59126 -0.43319 -0.32266
C24 4.96190 -0.41624 -0.52917
C25 5.64354 0.77402 -0.71976
C26 4.88173 1.93395 -0.71117
C27 3.49985 1.98227 -0.54575
C28 2.83628 0.75384 -0.31790
O1 1.54154 0.70301 -0.01579
C29 2.87433 3.39167 -0.57528
C30 3.47843 4.19148 -1.74100
C31 1.36200 3.45314 -0.77127
C32 3.21967 4.09044 0.74605
C33 7.15509 0.85360 -0.91934
C34 7.46833 1.57941 -2.23419
C35 7.79541 -0.53228 -0.97776
C36 7.78471 1.63071 0.24301
C37 1.35902 -1.66345 -2.53079
O2 0.50966 -0.94973 -1.81313
C38 1.25431 -1.66001 -3.94081
C39 2.11757 -2.48401 -4.65041
C40 0.26674 -0.73684 -4.65923
C41 0.36902 -0.86442 -6.18056
C42 -1.17080 -1.08644 -4.25785
C43 0.56962 0.72741 -4.30406
H12 5.69124 -5.48083 -4.77882
H13 5.70767 -4.16110 -3.60642
H14 4.63902 -5.54402 -3.36539
H15 3.71962 -5.87881 -6.26476
H16 2.63181 -5.88250 -4.86668
H17 2.32881 -4.78836 -6.21333
H18 5.33608 -3.95379 -6.61495
H19 3.94570 -2.87193 -6.68445
H20 5.25612 -2.53460 -5.55742
H21 3.99519 -3.75532 -2.16044
H22 5.48227 -1.36427 -0.53069
H23 5.39766 2.87679 -0.84187
H24 3.27524 3.69589 -2.69146
H25 3.01746 5.18072 -1.77146
H26 4.55555 4.33361 -1.65561
H27 1.04440 2.97565 -1.69523
H28 0.82087 2.98614 0.04317
H29 1.06842 4.50512 -0.82866
H30 4.29958 4.15820 0.89606
H31 2.80800 5.10304 0.75065
H32 2.79182 3.54636 1.58999
H33 7.00824 1.06385 -3.07808
H34 7.09416 2.60287 -2.22759
H35 8.54793 1.61827 -2.39913
H36 7.37484 -1.13558 -1.78337
H37 8.86790 -0.43140 -1.15709
H38 7.66349 -1.07979 -0.04373
H39 7.36876 2.63576 0.31606
H40 7.59917 1.12504 1.19160
H41 8.86510 1.72042 0.10498
H42 2.03457 -2.49769 -5.72828
H43 0.12323 -1.86970 -6.53059
H44 -0.34236 -0.17152 -6.63355
H45 1.36331 -0.60498 -6.54905
H46 -1.40408 -2.12222 -4.51856
H47 -1.31773 -0.96757 -3.18893
H48 -1.87598 -0.43237 -4.77816
H49 1.58110 0.99280 -4.62190
H50 -0.13221 1.38447 -4.82320
H51 0.47788 0.92232 -3.23716
N4 -2.79933 0.92479 0.86308
N5 -2.93403 2.01285 0.00318
C44 -1.95417 2.28302 -0.92888
O3 -2.00551 3.27578 -1.62929
O4 -1.04352 1.35705 -1.00734
H52 -3.69084 0.48648 1.04168
H53 -2.27268 1.12095 1.71353
H54 -3.42946 2.84973 0.29616

Energy relative to the best compared isomer or geometry (same formula, charge and spin) = 14.92 kcal per mole
Charge = -1
Highest occupied orbital energy (spin up / spin down) = -0.0923 / -0.1711 Ha
Frontier orbital gap (spin up / spin down) = 4.76 / 6.83 eV
DFT total energy = -5534.93329 Ha
<S²> = 2.026
Spin multiplicity = 3

[2]
Molecular formula: C25H28BiN5O3
Method: DFT, ωB97M-V/def2-TZVPD

CARTESIAN COORDINATES (ANGSTROEM)
Bi1 -2.00892 -0.64218 -1.14709
C1 0.64448 -4.74159 4.29263
C2 0.02131 -3.69337 3.41491
C3 -0.03603 -2.36688 3.77163
C4 -0.67351 -1.40034 2.96579
C5 -0.52517 -0.03951 3.34295
N1 -0.98068 0.98473 2.68449
C6 -0.67405 2.38518 2.98405
C7 0.54515 2.88763 2.18542
C8 0.42833 4.32369 1.67550
N2 -0.69244 4.45735 0.72176
C9 -0.84548 3.84474 -0.41275
C10 0.12675 3.12921 -1.18226
C11 1.43282 3.57961 -1.43257
C12 2.23237 2.95409 -2.36695
C13 3.61860 3.44114 -2.68513
C14 1.69441 1.85245 -3.04253
C15 0.42993 1.33138 -2.78752
C16 0.03649 0.13618 -3.53473
N3 -0.85265 -0.72719 -3.22438
C17 -1.06625 -1.88856 -4.09597
C18 -0.79132 -3.22345 -3.39789
C19 -1.82432 -3.68253 -2.36416
N4 -1.68930 -2.97337 -1.08664
C20 -1.42680 -3.62717 -0.02185
C21 -1.12386 -3.10991 1.30826
C22 -0.50702 -4.01959 2.16365
C23 -1.32375 -1.77096 1.75253
O1 -2.05436 -0.89973 1.12017
C24 -0.38482 1.97441 -1.82374
O2 -1.55728 1.54627 -1.46149
H1 1.23890 -4.28887 5.08397
H2 1.29391 -5.40180 3.71856
H3 -0.12222 -5.35845 4.76333
H4 0.42549 -2.04272 4.69844
H5 0.06323 0.18289 4.22939
H6 -1.55410 0.74704 1.87485
H7 -0.51407 2.47327 4.05748
H8 -1.57456 2.95324 2.74891
H9 0.72652 2.22766 1.33782
H10 1.44408 2.82607 2.79992
H11 1.35553 4.62384 1.19595
H12 0.23326 5.03255 2.47817
H13 -1.48945 4.98925 1.04691
H14 -1.85310 3.88111 -0.81818
H15 1.79946 4.47527 -0.94539
H16 3.88849 4.29540 -2.06715
H17 3.69749 3.74485 -3.72932
H18 4.35484 2.65583 -2.51189
H19 2.30694 1.36560 -3.79545
H20 0.61183 -0.03229 -4.44896
H21 -0.42498 -1.80003 -4.97565
H22 -2.10164 -1.86157 -4.44679
H23 0.20324 -3.21090 -2.94612
H24 -0.77219 -3.98196 -4.18236
H25 -1.72150 -4.75608 -2.19187
H26 -2.83491 -3.51440 -2.74866
H27 -1.33868 -4.71308 -0.10851
H28 -0.40850 -5.04527 1.82130
O3 1.84916 0.44591 0.41310
C25 0.96005 -0.15203 -0.07683
N5 0.08488 -0.78202 -0.59109

Energy relative to the best compared isomer or geometry (same formula, charge and spin) = 0.00 kcal per mole
Charge = +2
Highest occupied orbital energy = -0.5043 Ha
Frontier orbital gap = 7.46 eV
DFT total energy = -1683.10854 Ha

[3]
Molecular formula: C4H8OS
Method: DFT, ωB97M-V/def2-TZVPD

CARTESIAN COORDINATES (ANGSTROEM)
C1 0.52269 -0.45868 -2.40362
C2 1.24189 -0.58150 -1.35479
C3 -0.87767 0.11232 2.25514
C4 0.52044 0.49164 0.03391
O1 -1.85015 -0.21743 -0.38432
S1 -0.76414 -0.62506 0.51061
H1 0.79346 -0.79190 -3.39515
H2 -0.36816 0.18756 -2.46401
H3 2.13610 -1.07174 -0.93837
H4 0.18867 0.21515 2.55614
H5 -1.35880 -0.48081 2.96350
H6 -1.40636 1.15341 2.17930
H7 1.19402 0.67337 0.87156
H8 0.02799 1.39366 -0.42991

Energy relative to the best compared isomer or geometry (same formula, charge and spin) = 84.81 kcal per mole
Highest occupied orbital energy = -0.3275 Ha
Frontier orbital gap = 9.79 eV
DFT total energy = -630.49977 Ha

[4]
Molecular formula: C6H13NO
Method: DFT, ωB97M-V/def2-TZVPD

CARTESIAN COORDINATES (ANGSTROEM)
C1 -0.65084 -1.32059 -0.98272
C2 -2.13377 -1.12012 -1.41198
C3 -2.27171 0.40298 -1.67561
O1 -1.45118 1.23078 -1.41168
C4 -0.27591 -0.72024 0.40831
N1 0.96227 0.06601 0.24285
C5 1.48329 0.48113 1.51150
C6 2.47314 1.65193 1.33233
H1 -0.49851 -2.45138 -0.93607
H2 0.12967 -1.00340 -1.69727
H3 -2.82450 -1.36786 -0.58983
H4 -2.28152 -1.80474 -2.25394
H5 -3.26670 0.54301 -2.07851
H6 -0.00240 -1.51287 1.12656
H7 -1.10849 -0.12330 0.75801
H8 0.73689 0.83599 -0.37922
H9 2.09766 -0.38217 1.90912
H10 0.76944 0.74067 2.31925
H11 2.75814 1.74572 0.26293
H12 3.39754 1.53780 1.89563
H13 1.95750 2.57067 1.65031

Energy relative to the best compared isomer or geometry (same formula, charge and spin) = 45.42 kcal per mole
Highest occupied orbital energy = -0.3166 Ha
Frontier orbital gap = 9.61 eV
DFT total energy = -366.36152 Ha

[5]
Molecular formula: C5H20NO6
Method: DFT, ωB97M-V/def2-TZVPD

CARTESIAN COORDINATES (ANGSTROEM)
O1 -1.70522 -1.54700 -2.19573
C1 -2.18801 -0.74963 -1.43142
C2 -2.03760 -0.90998 0.09418
C3 -2.18784 0.49216 0.74024
C4 -0.99344 1.32047 0.36997
C5 1.38094 1.16920 0.96112
N1 0.15617 0.93460 1.22316
H1 -2.62003 0.15806 -1.87903
H2 -2.74104 -1.66404 0.44408
H3 -1.02725 -1.23561 0.34878
H4 -3.10772 0.90233 0.33382
H5 -2.38800 0.38985 1.81377
H6 -0.77112 1.17195 -0.69059
H7 -1.20211 2.38902 0.40949
H8 2.06106 0.69393 1.65822
H9 1.63869 1.79599 0.12416
H10 -0.10710 0.13701 1.82798
H11 0.12822 0.56340 4.33259
H12 0.15956 -1.04904 3.95121
O2 0.33381 -0.11881 3.69842
H13 0.08025 -2.24220 -1.50082
H14 0.20014 -3.60189 -0.81404
O3 0.46574 -2.69695 -0.74726
H15 3.37688 -0.29231 -0.60837
H16 3.59380 0.96985 -1.31108
O4 3.57640 0.64578 -0.39984
H17 -1.39114 3.63445 -2.11280
H18 -1.04357 2.78755 -3.21470
O5 -0.99578 2.75668 -2.23626
H19 3.32688 -1.54734 0.29197
H20 2.02969 -1.71509 -0.49314
O6 2.63401 -1.03902 -0.15019

Energy relative to the best compared isomer or geometry (same formula, charge and spin) = 103.15 kcal per mole
Charge = +1
Highest occupied orbital energy = -0.4705 Ha
Frontier orbital gap = 9.28 eV
DFT total energy = -708.34962 Ha